69
Properties=species:S:1:pos:R:3:lowdin_charge:R:1 method="wB97M-V/def2-TZVPD" spin_multiplicity=1 molar_mass_g_mol=599.398 orbital_gap_ha=0.383 total_energy_ev=-99274.8678 de_lowest_ev=0.6184 total_charge=+1 homo_ev=-12.6539
K -0.2087 1.6938 -0.4307 0.82
C 3.9482 -1.7542 -2.2213 -0.05
O 3.0073 -0.8682 -1.5625 -0.20
P 3.0418 -0.6030 -0.0197 0.31
O 2.4163 0.6638 0.3469 -0.26
O 4.5579 -0.7197 0.3682 -0.21
C 4.8897 -0.8546 1.7720 -0.05
O 2.4016 -1.8807 0.6502 -0.20
C 0.9750 -1.8979 0.8047 -0.08
H 4.6577 -2.1811 -1.5195 0.08
H 4.4484 -1.1529 -2.9722 0.09
H 3.3785 -2.5591 -2.6786 0.09
H 4.7308 -1.8961 2.0447 0.09
H 4.3104 -0.1408 2.3495 0.08
H 5.9562 -0.6715 1.8637 0.09
H 0.7068 -2.8237 1.3015 0.09
H 0.4701 -1.8556 -0.1693 0.09
H 0.6329 -1.0027 1.3274 0.05
C 2.6629 2.9813 3.1248 -0.08
O 1.2655 3.1549 3.3522 -0.18
P 0.3834 1.8701 3.4825 0.34
O 0.1974 1.1108 2.2405 -0.29
O -0.9089 2.5348 4.0936 -0.18
C -1.9073 1.7909 4.7664 -0.09
O 1.1015 1.0711 4.6336 -0.19
C 0.7080 -0.2637 4.9509 -0.08
H 3.1716 2.5169 3.9675 0.09
H 3.0888 3.9517 2.8860 0.10
H 2.8500 2.3561 2.2408 0.07
H -2.9017 2.1138 4.4353 0.07
H -1.8805 1.9987 5.8338 0.10
H -1.9015 0.7326 4.5047 0.08
H 0.1059 -0.2789 5.8658 0.09
H 1.6077 -0.8261 5.1892 0.09
H 0.1039 -0.7170 4.1658 0.08
C -1.1912 2.7822 -4.2656 -0.06
O -0.1753 1.9903 -4.8962 -0.20
P 0.0162 0.5184 -4.4213 0.32
O 0.1491 0.3023 -2.9801 -0.26
O -1.2240 -0.1732 -5.1360 -0.21
C -1.3029 -1.6132 -5.2268 -0.06
O 1.2655 0.0088 -5.2299 -0.20
C 1.6231 0.5863 -6.4980 -0.07
H -2.0580 2.1801 -3.9905 0.09
H -1.5337 3.4796 -5.0267 0.10
H -0.7487 3.3073 -3.4227 0.09
H -1.9864 -1.8169 -6.0428 0.09
H -1.6739 -2.0197 -4.2884 0.09
H -0.3241 -2.0390 -5.4449 0.09
H 2.0436 1.5732 -6.3296 0.09
H 0.7959 0.5715 -7.2051 0.10
H 2.4094 -0.0304 -6.9327 0.09
C -3.7792 1.7147 1.9350 -0.08
O -3.3447 0.4358 2.3725 -0.19
P -2.9731 -0.6306 1.2867 0.32
O -1.8346 -0.2948 0.4219 -0.30
O -2.7531 -1.8754 2.1887 -0.19
C -2.5235 -3.1854 1.6671 -0.07
O -4.3262 -0.8398 0.5126 -0.20
C -4.3564 -1.4540 -0.8040 -0.05
H -2.9506 2.3103 1.5465 0.09
H -4.1835 2.2176 2.8116 0.09
H -4.5656 1.6843 1.1806 0.10
H -3.4174 -3.7755 1.8511 0.10
H -1.6246 -3.5879 2.1221 0.09
H -2.3494 -3.1798 0.5857 0.09
H -5.2694 -1.0936 -1.2675 0.09
H -4.4162 -2.5337 -0.7040 0.09
H -3.4848 -1.1140 -1.3575 0.08